Entry 1:
DFT (wB97M-V/def2-TZVPD) results for a 2-piece molecular cluster, CH3Br2ClSi overall at a distorted geometry.

Results
total energy = -5937.655645 a.u.
E_HOMO = -9.06 eV
largest force on an atom = 4.93 eV Å⁻¹

XYZ file:
```
8
Properties=species:S:1:pos:R:3:forces:R:3:nbo_charge:R:1
Si 0.5036 -0.3928 2.0597 0.9 0.0 -0.5 1.434
Br 3.3663 1.5379 1.9092 -1.8 -1.2 0.1 -0.571
Br 0.6956 -2.5224 2.6388 0.3 0.8 -0.2 -0.227
Cl -0.6260 0.4991 3.4894 0.4 0.0 -0.5 -0.311
C 0.0355 -0.0685 0.2726 2.7 4.0 0.9 -1.161
H 0.8343 -0.1581 -0.5088 -0.4 -0.2 1.1 0.298
H -0.0741 1.1315 0.4027 -0.3 -2.7 -0.7 0.282
H -0.8044 -0.5798 -0.0555 -1.9 -0.7 -0.3 0.257
```
Forces are in eV/Å.

Entry 2:
DFT (wB97M-V/def2-TZVPD) results for C10H18CaF6N7O5S2SbSe4 as an isolated structure.

Results
total energy = -13070.825416 a.u.
E_HOMO = -1.55 eV
largest force on an atom = 0.53 eV Å⁻¹
total charge = -2

XYZ file:
```
54
Properties=species:S:1:pos:R:3:forces:R:3:nbo_charge:R:1
N 1.5036 0.3467 -1.9026 0.1 -0.1 -0.1 -1.276
S 2.7480 -0.3608 -2.6073 -0.1 0.0 0.0 2.244
N -1.5397 2.9652 0.6935 -0.1 0.1 -0.1 -0.843
H 0.7648 -2.3420 0.9095 0.0 0.0 0.0 0.223
Se 4.0990 0.2838 5.0438 0.0 0.0 0.0 -0.825
F 3.1779 -1.3311 -0.1866 0.0 0.0 0.0 -0.287
Se 1.6413 3.6127 5.1619 0.0 0.0 -0.1 -0.897
O 1.4932 2.8017 -2.3791 0.1 0.0 0.0 -0.942
H -0.7886 -1.4139 -2.2003 0.0 0.0 0.0 0.205
H -2.0562 -4.6224 1.1298 0.0 0.0 0.0 0.176
F 1.4798 1.5544 -5.0298 0.0 0.0 0.0 -0.301
O 0.6143 3.6352 0.6039 -0.1 -0.1 -0.1 -0.820
H -2.3489 2.7529 1.2447 0.0 -0.1 0.0 0.387
O 3.5278 0.4960 -3.4525 0.0 0.0 0.0 -0.929
H -1.8930 -4.7261 -1.2489 0.0 0.0 0.0 0.177
H -1.3154 3.8524 4.4118 0.0 0.0 0.0 0.249
H -3.7337 -3.5971 -0.2253 0.0 0.0 0.0 0.178
C 0.1885 -2.4370 -0.0124 0.0 0.0 0.0 -0.090
C -1.4893 -3.6860 1.1196 0.0 0.0 0.0 -0.079
H -0.6386 -3.7854 -2.0893 0.0 0.0 0.0 0.198
C 0.4119 1.3139 -4.2816 0.0 0.1 0.0 0.721
S 0.7190 1.5912 -2.4712 0.0 0.0 0.0 2.244
Ca 2.2435 2.0686 0.3162 -0.2 0.4 0.3 1.691
C 3.8069 -0.6565 -1.1288 0.1 0.0 0.0 0.718
C -1.6283 -1.3250 1.0139 0.0 0.0 0.0 -0.086
F -0.5643 2.1408 -4.6678 0.0 0.0 0.0 -0.316
H -2.5671 4.0709 3.1650 0.0 0.0 0.0 0.165
C -1.4774 -1.4231 -1.3532 0.0 0.0 0.0 -0.079
N -0.7139 -1.2954 -0.1215 0.0 0.0 0.0 -0.464
F 4.8858 -1.3310 -1.5152 0.0 0.0 0.0 -0.307
F 4.2140 0.5252 -0.6186 -0.2 0.0 0.0 -0.329
H -0.9236 -3.6041 2.0494 0.0 0.0 0.0 0.205
O -0.6097 1.5929 -1.9317 0.0 0.0 0.0 -0.944
H -2.2960 -0.4615 0.9570 0.0 0.0 0.0 0.187
N -0.5585 3.9955 2.5132 0.2 0.0 0.1 -0.634
Sb 2.7659 1.8944 3.8148 0.1 0.0 0.1 1.066
H -1.0515 -1.2490 1.9364 0.0 0.0 0.0 0.232
F 0.0107 0.0591 -4.4916 0.0 0.0 0.0 -0.314
H -3.8402 -1.8248 -0.3112 0.0 0.0 0.0 0.187
C -0.4402 3.5147 1.2667 0.1 0.2 0.0 0.828
H 0.8714 -2.4350 -0.8635 0.0 0.0 0.0 0.206
O 2.3990 -1.6701 -3.0732 0.0 0.0 0.0 -0.928
C -3.1517 -2.6698 -0.2260 0.0 0.0 0.0 -0.075
H -1.7446 2.4894 3.3856 0.0 0.0 0.0 0.206
Se 1.0422 0.6701 2.4173 0.0 -0.1 0.0 -1.045
C -1.3267 -3.7892 -1.2410 0.0 0.0 0.0 -0.078
H 0.3268 4.2094 2.9853 -0.1 -0.2 -0.1 0.455
N -0.5499 -3.7158 -0.0039 0.0 0.0 0.0 -0.475
N -2.2649 -2.6709 -1.3928 0.0 0.0 0.0 -0.482
N -2.4304 -2.5635 1.0416 0.0 0.0 0.0 -0.478
Se 4.1745 3.0648 2.0666 0.0 -0.1 -0.1 -1.015
H -1.3937 2.4802 -0.1778 0.0 0.0 0.0 0.428
C -1.6186 3.5768 3.4039 0.0 0.0 0.0 -0.437
H -2.1551 -0.5724 -1.4466 0.0 0.0 0.0 0.197
```
Forces are in eV/Å.

Entry 3:
DFT (wB97M-V/def2-TZVPD) results for one molecule with the formula C2H2N2O2 at a distorted geometry.

Results
total energy = -337.252683 a.u.
E_HOMO = -9.95 eV
SMILES = Nn1c(=O)c1=O
largest force on an atom = 6.42 eV Å⁻¹

XYZ file:
```
8
Properties=species:S:1:pos:R:3:forces:R:3:nbo_charge:R:1
O 2.4538 0.3859 -0.0530 1.1 1.1 -0.8 -0.506
C 0.5321 -0.7340 1.0606 -0.6 0.8 0.5 0.610
N 0.0521 0.0545 0.0474 -5.5 1.0 -3.2 -0.271
O 0.2920 -1.3894 1.9769 -0.9 -2.2 2.0 -0.484
N -1.2051 0.3953 -1.1138 1.8 1.9 0.4 -0.715
H -1.9886 -0.2666 -1.0289 0.6 0.5 0.8 0.380
C 1.3621 0.0880 0.2456 2.7 0.0 -0.6 0.594
H -1.4984 1.4662 -1.1347 0.9 -3.1 0.9 0.392
```
Forces are in eV/Å.

Entry 4:
DFT (wB97M-V/def2-TZVPD) results for C29H27BrEuN2O8P4 as an isolated structure at a distorted geometry.

Results
total energy = -6482.615465 a.u.
E_HOMO (spin up / spin down) = -11.15 / -11.14 eV
multiplicity = 7
largest force on an atom = 3.42 eV Å⁻¹
total charge = +1

XYZ file:
```
72
Properties=species:S:1:pos:R:3:forces:R:3:lowdin_spin:R:1
H 4.4889 1.7334 3.8986 0.1 -0.2 0.0 0.000
Br 0.7110 1.3629 -4.0479 0.7 -0.8 0.8 -0.005
H 0.3516 0.9197 3.4036 -0.5 0.2 0.0 0.000
C 3.9253 -1.8517 -2.7385 1.2 2.2 -1.2 0.000
H 2.2351 -2.6987 -1.8163 -0.3 0.0 0.0 0.000
C 0.4717 4.8583 -1.4132 -0.4 0.3 0.0 0.000
H -2.3990 -3.7962 -6.1657 -1.2 -0.4 -0.4 0.000
H 2.5405 5.5140 -1.3339 -0.5 -0.9 0.2 0.000
C 3.4445 0.3951 -3.7730 -1.5 -2.5 1.7 0.000
C -0.1992 2.7873 -0.3723 1.1 0.5 0.1 0.000
C 3.7056 1.1655 3.4091 -0.2 1.0 1.1 0.000
C 2.1618 3.5239 -0.4288 -1.5 0.0 1.0 0.000
O 5.6046 -0.4475 -3.8997 -0.6 -0.7 1.2 0.000
C -5.3273 2.3201 0.4926 1.7 0.9 0.3 0.000
C -1.9640 -3.5092 4.1136 0.4 -1.2 1.7 0.000
H 3.1472 3.2373 -0.1714 1.0 0.1 0.3 0.000
O -2.1191 -3.9523 -3.4121 0.3 -0.7 0.5 0.000
C -0.5984 -1.8082 2.3393 0.4 -1.3 -0.5 0.000
H 6.2478 -1.0668 -3.5014 -0.4 0.3 -0.3 0.000
C -2.8570 2.3424 0.4010 -0.2 -0.1 0.5 -0.001
H 5.1001 0.0279 2.3811 -0.4 -0.1 -0.7 0.000
P 0.2660 -0.7391 1.0971 -0.6 -0.2 0.1 -0.002
H -4.1150 1.4552 -1.1100 -0.1 0.6 1.2 0.000
H -1.5775 0.4234 1.7736 -0.2 0.3 0.4 0.000
C 1.8244 4.7068 -1.0662 -0.7 0.2 -0.6 0.000
C 4.3417 -0.6460 -3.3990 0.6 0.6 -1.3 0.000
C -0.6199 -3.2095 4.3427 1.2 0.7 -0.5 0.000
C 4.0329 0.2480 2.4544 -0.2 -1.1 -0.6 0.000
C 1.1381 2.6912 0.0622 0.6 -1.1 0.4 0.000
N 1.7663 -0.7962 -2.5268 -0.7 -0.8 -1.0 -0.011
C -5.3037 3.0614 1.6833 0.3 -0.7 -1.5 0.000
P -1.4242 -2.9543 -4.4324 1.7 0.4 0.5 -0.001
H -0.0435 -3.5304 5.2026 -0.4 -0.4 0.0 0.000
H -2.5436 -4.2198 4.7498 0.7 0.9 -0.3 0.000
P -1.4498 -4.2697 -1.8746 1.1 0.0 -1.6 -0.001
H 4.7020 -2.6218 -2.6125 -1.0 0.1 0.2 0.000
C 2.9963 -0.4019 1.7573 -0.2 -0.4 0.0 0.000
H 2.2672 2.2496 4.5058 -0.5 -0.6 -0.1 0.000
H 1.4490 1.9310 0.8319 -0.5 0.6 -1.2 0.000
O -0.2394 -5.1160 -2.0286 -0.9 1.3 0.6 0.000
H 1.0967 -1.9888 3.6248 -0.5 -0.7 0.3 0.000
H -2.3324 -1.9178 1.1000 -0.4 -0.2 0.2 0.000
C 2.1191 0.1657 -3.3467 1.6 1.2 -0.5 0.000
C -4.0831 3.4851 2.1284 2.2 1.0 1.3 0.000
O -2.1313 -1.6100 -4.3195 0.4 0.3 1.0 -0.012
C 1.3647 0.7412 3.1156 1.0 0.8 1.7 0.000
H -1.4616 3.9266 -1.6670 -0.4 0.4 0.3 0.000
H -1.8661 3.5063 1.9807 -1.3 -0.4 -0.4 0.000
C -1.8905 -2.2556 2.0329 0.5 0.7 1.6 0.000
C 2.6169 -1.8450 -2.3605 -0.1 -0.3 1.2 0.000
C -0.5321 3.9026 -1.1213 1.6 0.4 -1.1 0.000
O -1.4103 -2.8113 -1.2936 0.4 -0.5 -0.8 -0.018
C -2.5807 -2.9789 3.0415 -0.8 1.0 -3.1 0.000
C 1.6461 -0.1829 2.1316 1.4 0.7 -1.0 0.000
O 0.0584 -2.7217 -3.9547 -2.4 0.1 -0.5 -0.010
H -6.2444 2.0692 0.0268 -0.7 -0.4 -0.3 0.000
H 3.1965 -1.1091 0.9264 0.0 0.5 0.6 0.000
C 0.0793 -2.3704 3.4601 -0.9 1.0 -0.4 0.000
Eu -0.7097 -1.0476 -2.4612 -0.1 -0.6 0.0 6.069
H 0.1871 5.7623 -1.9511 0.0 -0.2 0.1 0.000
N -0.8147 0.6525 1.1518 -0.2 -1.0 0.3 0.000
H 3.7183 1.2350 -4.3411 0.5 0.7 -0.7 0.000
H -3.6366 -3.1000 2.8651 -0.2 -0.5 0.1 0.000
O -1.5361 -3.5390 -5.8905 1.5 0.3 1.0 0.000
C -4.0951 2.0350 -0.1386 -1.3 -1.4 -1.2 0.000
H -2.2448 -5.7554 -0.6333 -0.1 -0.1 -0.2 0.000
C -2.8465 3.1529 1.5457 0.4 -0.1 0.1 0.000
H -6.1878 3.3517 2.1973 -0.6 0.0 0.3 0.000
H -3.9857 4.1148 3.0217 -0.4 -0.2 -0.3 0.000
O -2.6255 -5.0665 -1.1985 -0.4 0.3 0.3 -0.001
P -1.4032 1.4522 -0.2419 0.5 0.3 0.0 -0.005
C 2.3960 1.4281 3.7937 -0.2 -0.1 -1.0 0.000
```
Forces are in eV/Å.

Entry 5:
DFT (wB97M-V/def2-TZVPD) results for CHAgLiO3 as an isolated structure at a distorted geometry.

Results
total energy = -418.460479 a.u.
E_HOMO (spin up / spin down) = -11.16 / -10.59 eV
largest force on an atom = 15.29 eV Å⁻¹
total charge = +1

XYZ file:
```
7
Properties=species:S:1:pos:R:3:forces:R:3:nbo_charge:R:1
Li 2.1248 1.0109 -1.3501 -0.2 -0.2 0.2 0.987
O -1.0449 -0.3507 0.5192 3.6 4.1 -10.3 -0.133
Ag -1.2220 -0.6055 -2.0699 0.1 0.1 0.7 0.910
O -1.2116 -0.6415 1.6354 -5.4 -4.9 13.4 -0.472
C 0.1338 0.2000 0.4606 -1.2 -0.8 -0.1 0.483
O 0.6625 0.1886 -0.6539 2.5 1.1 -4.0 -0.962
H 0.5574 0.1983 1.4588 0.5 0.7 0.0 0.188
```
Forces are in eV/Å.

Entry 6:
DFT (wB97M-V/def2-TZVPD) results for a 2-piece molecular cluster, C3H9N2O3 overall at a distorted geometry.

Results
total energy = -454.945870 a.u.
E_HOMO = -3.23 eV
largest force on an atom = 6.89 eV Å⁻¹
total charge = -1

XYZ file:
```
17
Properties=species:S:1:pos:R:3:forces:R:3:nbo_charge:R:1
H 0.1063 1.4188 -3.0746 -0.5 0.0 0.6 0.508
H 0.8606 -1.4500 -0.2294 0.7 -0.6 2.3 0.414
H -2.2839 0.6798 0.2033 0.5 -0.5 -0.7 0.058
H -1.1234 -0.3211 1.9454 0.4 0.2 -0.8 0.211
N -0.1555 0.4792 0.1234 -0.1 -0.8 1.2 -0.707
H -0.0736 1.0138 2.1864 0.4 0.1 0.2 0.195
C -1.4674 0.5565 -0.6041 0.7 2.7 -1.0 0.125
N 1.1871 -1.7450 0.7523 -3.6 4.5 -3.8 -0.860
O -1.3226 1.6395 -1.4136 -0.8 0.0 0.0 -0.979
H 1.7246 -2.5130 0.8757 1.9 -2.4 0.7 0.375
H 0.3013 1.3911 0.0896 -0.7 -0.2 -0.8 0.380
H -1.6280 -0.3001 -1.2941 -0.1 -0.6 1.0 0.106
C 0.8933 -0.8928 1.8111 -0.3 -2.3 -2.9 0.676
O 1.4305 -1.2372 2.8104 0.9 0.7 4.2 -0.650
O 0.8348 0.8151 -3.2590 0.5 0.5 -1.7 -0.987
C -0.1871 0.1441 1.5426 0.2 -0.7 0.2 -0.331
H 0.9030 0.3215 -2.4652 -0.1 -0.6 1.3 0.466
```
Forces are in eV/Å.

Entry 7:
DFT (wB97M-V/def2-TZVPD) results for a 2-piece molecular cluster, C9H9F3O2 overall at a distorted geometry.

Results
total energy = -798.339236 a.u.
E_HOMO = -9.15 eV
SMILES = C/C=C/C(F)(F)F.O=Cc1ccco1
largest force on an atom = 4.31 eV Å⁻¹

XYZ file:
```
23
Properties=species:S:1:pos:R:3:forces:R:3:nbo_charge:R:1
H 1.8012 1.3129 -1.9275 -1.3 1.8 -3.0 0.216
H -2.7535 1.7601 -0.1379 0.5 1.5 0.2 0.221
C -2.3090 -0.2190 -0.2072 1.3 -0.4 3.1 -0.126
F -0.0193 -1.7197 -1.3826 -0.2 0.9 -1.7 -0.322
F 0.7440 -2.0345 0.5307 -0.3 -0.1 0.8 -0.334
C -1.4832 -1.0247 0.4892 0.5 -0.2 -2.8 -0.296
H -2.9221 0.8755 1.5059 -0.8 0.7 -1.2 0.246
C -3.1311 0.9333 0.4028 -0.6 -3.0 -0.9 -0.649
O 2.1872 0.1424 1.0491 -1.9 1.9 -0.4 -0.358
C -0.4064 -1.9934 -0.1625 -1.4 0.9 1.2 0.960
C 1.4736 0.9421 0.1769 -0.7 0.2 -0.1 0.102
C 3.1622 -0.3856 0.3634 0.9 -0.1 -1.7 0.173
C 3.1703 0.0240 -0.9664 -0.8 0.2 1.5 -0.344
C 0.2208 1.6186 0.5966 1.2 -0.5 1.5 0.386
O -0.2143 1.6951 1.7330 0.4 -0.2 -0.9 -0.535
H -0.2847 2.0911 -0.2259 -0.4 0.4 -0.8 0.119
H -1.4829 -1.0832 1.5193 0.1 0.0 2.1 0.210
H 3.6953 -0.1118 -1.8715 1.2 -0.9 -0.1 0.239
H -4.1935 0.8418 -0.0232 1.2 0.1 1.4 0.227
H -2.1029 -0.3008 -1.2074 -0.3 0.3 -2.8 0.194
C 2.0626 0.8789 -1.0688 0.3 -1.4 4.0 -0.208
F -0.8988 -3.2301 -0.2082 -0.2 -0.9 0.3 -0.329
H 3.6846 -1.0128 1.0223 1.3 -1.0 0.0 0.208
```
Forces are in eV/Å.

Entry 8:
DFT (wB97M-V/def2-TZVPD) results for a 8-piece molecular cluster, C17H53N11O8 overall at a distorted geometry.

Results
total energy = -1883.826133 a.u.
E_HOMO = -9.19 eV
SMILES = COC[C@H](C)N.COC[C@H](C)N.COC[C@H](C)N.NC(N)=O.NC(N)=O.NC(N)=O.NC(N)=O.CO
largest force on an atom = 3.13 eV Å⁻¹

XYZ file:
```
89
Properties=species:S:1:pos:R:3:forces:R:3:lowdin_charge:R:1
H -0.2881 -5.6248 -0.3023 -0.4 0.1 0.8 0.091
N -2.5745 -3.6553 3.9859 0.4 -0.3 0.2 0.142
H 1.9850 -2.6106 4.5024 0.3 0.7 0.1 0.074
H -6.0244 0.4184 1.7304 -0.2 0.1 -0.7 0.142
C -1.1215 1.0033 -0.9539 -0.2 -2.1 0.4 -0.611
H 4.4602 2.6869 -0.1291 -0.5 0.9 -0.9 0.043
H 2.4847 -2.6174 2.6978 -0.8 0.5 1.3 0.093
H 2.5039 3.2705 -1.0437 -0.3 0.9 0.0 0.039
C 2.9189 5.1288 -1.9895 -0.3 -1.0 0.6 -0.405
H 7.0592 4.1198 -2.2334 -0.3 0.1 -0.4 0.086
H -5.9153 1.5534 -1.0042 -0.9 -0.3 0.8 0.096
H 3.8405 -1.9029 -0.5671 -0.5 -0.6 -0.7 0.092
C 6.3577 4.0518 -1.4090 -1.6 -0.7 0.6 -0.057
H 4.3192 -0.3949 1.4794 -1.1 0.6 0.2 0.112
H 3.6147 5.4220 0.0348 0.0 0.0 0.1 0.077
H -0.4656 -4.9016 1.4808 0.0 -0.9 -0.7 0.074
H -1.2607 2.5915 -2.1508 -0.2 -0.2 0.3 0.115
C -3.7964 0.7917 3.1525 0.2 0.0 0.0 -0.112
H -1.8966 -3.8418 -1.2344 -0.2 -1.2 -0.9 0.042
H 0.4984 -2.0996 -1.5120 -0.1 0.4 -0.3 0.089
H -4.6195 2.3779 1.2524 -0.3 0.4 0.5 0.117
N -1.6203 -3.1986 -0.5425 1.3 1.4 1.1 0.071
C -5.5745 0.5490 0.7177 -0.4 -0.6 0.7 -0.480
O 0.9650 -1.2642 3.1367 1.9 -0.4 -0.5 -0.133
H 4.1004 4.3540 -3.5633 0.2 -0.3 0.2 0.121
N -0.3567 0.5821 0.1119 -1.3 -1.8 -0.4 0.180
H -2.5454 -4.4029 3.2900 0.0 0.4 0.5 0.093
H 1.1823 -3.7201 -1.7665 -0.6 0.2 0.3 0.140
H -3.8248 1.5735 -0.0593 -0.6 -0.6 1.0 0.134
O -1.8166 0.2240 -1.6603 0.7 1.0 1.2 -0.066
N -0.6973 -1.3243 -3.6286 -0.9 0.7 0.2 0.136
C -0.0105 -4.8850 0.4709 -0.7 1.1 -0.7 -0.033
C -4.3618 1.3812 0.9294 2.5 0.5 -1.2 -0.219
H 3.2419 6.9202 -0.8111 0.7 0.8 -0.2 0.062
H 6.6109 3.1846 -0.7975 0.3 0.1 -0.1 0.075
H -4.4921 1.5949 3.4179 0.4 0.5 -0.2 0.093
C -0.9924 -2.5381 -4.1808 -0.5 -0.7 1.4 -0.651
H -2.7844 -3.8236 -4.0492 1.0 1.5 -0.3 0.112
H 1.9598 5.9993 -0.2308 -0.4 -0.4 0.1 0.074
H 2.5610 -1.2344 -1.5680 0.1 -0.2 -0.2 0.090
H 0.1604 1.2552 0.6461 0.3 -0.1 0.1 0.065
O 2.1521 1.6806 0.3975 2.2 -0.8 1.8 -0.032
H -2.1121 -1.2336 1.9571 0.3 2.0 -0.4 0.054
H -1.6015 -2.2979 -1.0436 -0.3 -0.3 0.4 0.051
H -4.4647 -0.7783 -0.5919 -0.1 0.0 -0.2 0.068
H -6.1624 -1.3323 -0.1685 0.9 0.3 0.2 0.087
N -2.3836 -2.8607 -4.0722 0.7 -0.1 -0.2 0.116
C 3.2690 1.3157 0.8716 -1.1 -0.2 -1.9 -0.588
O -3.3511 0.8172 1.7969 -1.3 0.4 -0.1 -0.201
H -2.9057 0.7890 3.7703 0.0 0.2 0.2 0.083
H 1.0458 -4.9520 0.5616 1.0 -0.3 0.5 0.060
C 2.9411 5.9071 -0.6730 0.1 -0.5 -0.3 -0.054
H -1.2042 -0.8439 -2.8776 -0.6 -0.4 -0.5 0.029
H 0.1648 -1.1883 3.6282 -1.2 0.0 0.9 0.018
H 0.2604 -1.1049 -3.5253 1.1 -0.2 -0.5 0.079
H 2.3789 5.6791 -2.7683 0.2 0.2 0.1 0.134
C -5.2215 -0.8351 0.1894 -0.6 -0.6 0.6 -0.052
H -0.3914 -0.4206 0.4685 0.0 2.2 -0.9 0.126
O 2.0046 -2.6403 -0.2118 -1.5 -0.9 -0.4 -0.192
O -0.0992 -3.2579 -4.5953 -0.9 -0.3 -0.4 0.011
H -2.1787 -3.8478 4.9008 -0.3 -0.5 -0.3 0.100
H -4.7985 -1.4363 1.0169 -0.2 0.1 -0.4 0.067
N 3.4992 0.1999 1.6769 -1.4 0.8 -0.4 0.154
H 6.4033 4.9266 -0.7680 0.2 0.3 -0.1 0.087
H 2.2426 3.2805 -2.5656 -0.2 0.1 -0.6 0.068
N 2.1222 3.8985 -1.7743 0.2 -0.7 0.4 0.036
C 1.6583 -2.4752 3.4739 0.0 -0.6 -1.9 -0.138
H -2.9764 -2.0757 -3.8041 0.2 -0.7 -0.1 0.085
H -7.2611 0.7706 -0.3929 -0.5 -0.3 -0.4 0.054
C -0.2248 -3.4546 -0.0510 -1.0 -0.8 -0.5 -0.420
C 4.2983 4.7522 -2.5574 -0.2 0.5 -0.2 -0.198
H 5.2142 1.7846 1.0562 0.2 -0.1 0.1 0.101
H 3.0877 -2.8984 -1.9608 0.3 0.1 0.3 0.096
N -2.3054 -2.1154 2.3099 -0.3 -1.7 -0.4 0.203
H -0.0400 -2.8493 0.8102 -0.3 0.8 0.7 0.092
N 4.4107 1.9091 0.4729 0.9 -0.5 1.0 0.177
H -0.2316 2.7612 -0.8788 0.6 0.6 0.4 0.063
H -2.4763 -2.8139 1.5900 0.0 0.1 0.3 0.081
O -1.7258 -1.6317 4.4371 1.2 2.1 1.8 0.046
N -1.0823 2.3422 -1.1825 -0.1 0.2 -0.8 0.172
H 2.5722 -0.1973 1.8656 0.8 -0.7 0.3 0.075
O 4.9545 3.7856 -1.7394 1.1 0.5 -0.3 -0.238
N -6.4632 1.3134 -0.1471 1.3 0.8 -0.4 0.038
H 4.9275 5.6326 -2.7269 0.1 0.1 0.3 0.122
C 2.9164 -2.1874 -1.1361 1.7 1.6 0.2 -0.157
C 0.8341 -2.9911 -1.0023 1.1 -0.4 0.3 -0.188
H 1.0189 -3.3437 3.2845 -0.3 0.0 0.0 0.060
C -2.1372 -2.3890 3.6159 -1.4 -2.1 -1.8 -0.711
H -4.3627 -0.0870 3.4133 -0.1 -0.9 -0.2 0.074
```
Forces are in eV/Å.